Formula: H3NOS2
Source: OMol25
Level of theory: wB97M-V/def2-TZVPD

Cartesian coordinates (Å):
1 N 2.0915 0.1267 -0.3409
2 O 3.1086 0.9026 -0.3220
3 S 2.3555 -1.4255 0.0872
4 S 4.5894 0.4074 0.1094
5 H -0.5606 1.1534 -0.1658
6 H 1.0667 -1.7320 -0.1248
7 H -1.1201 0.7120 0.1522

Output
**Energy relative to the best compared isomer or geometry (same formula, charge and spin)**: 4.254 eV
**DFT total energy**: -25251.63850 eV
**Spin multiplicity**: 1